This record from the Open Molecules 2025 dataset describes a structure of composition C46H64CrGeN4P2S3. The level of theory is wB97M-V/def2-TZVPD.

The geometry in XYZ format:
```
121
Properties=species:S:1:pos:R:3:mulliken_charge:R:1
Cr -0.02 1.00 0.44 1.22
C -7.34 -2.94 0.58 -0.85
S -6.04 -3.70 -0.40 -0.06
C -4.62 -3.18 0.59 0.26
C -3.32 -3.69 -0.02 -1.38
C -2.12 -3.14 0.74 -0.29
N -1.93 -1.69 0.56 1.07
P -1.53 -0.64 1.89 0.63
C -1.53 -1.64 3.40 0.12
C -2.70 -2.16 3.97 0.05
C -2.63 -2.88 5.15 -0.87
C -1.40 -3.07 5.78 -0.62
C -0.25 -2.54 5.23 -0.66
C -0.31 -1.82 4.04 -0.63
C -3.04 0.36 2.16 0.93
C -4.03 0.51 1.20 -0.70
C -5.11 1.36 1.42 -0.85
C -5.20 2.08 2.60 -0.70
C -4.20 1.95 3.56 -0.69
C -3.13 1.10 3.34 -1.02
P -1.09 -1.01 -0.80 -0.47
C -0.29 -2.44 -1.60 0.67
C 0.86 -2.95 -1.01 -0.31
C 1.49 -4.06 -1.55 -0.84
C 0.98 -4.66 -2.70 -0.93
C -0.15 -4.14 -3.30 -0.83
C -0.79 -3.03 -2.75 -0.47
C -2.33 -0.53 -2.05 1.09
C -3.66 -0.95 -2.06 0.32
C -4.52 -0.56 -3.07 -0.90
C -4.06 0.26 -4.09 -0.79
C -2.74 0.69 -4.09 -0.75
C -1.88 0.30 -3.07 -0.86
H -8.29 -3.16 0.10 0.37
H -7.22 -1.86 0.63 0.22
H -7.36 -3.35 1.59 0.28
H -4.73 -3.54 1.61 0.63
H -4.61 -2.09 0.63 -0.69
H -3.25 -3.40 -1.07 0.35
H -3.30 -4.78 -0.01 0.55
H -1.22 -3.68 0.46 0.13
H -2.27 -3.32 1.81 0.65
H -3.66 -1.99 3.49 0.53
H -3.53 -3.29 5.58 0.44
H -1.36 -3.62 6.70 0.38
H 0.70 -2.67 5.73 0.46
H 0.58 -1.38 3.61 0.21
H -3.96 -0.03 0.26 0.29
H -5.87 1.47 0.66 0.51
H -6.03 2.74 2.77 0.40
H -4.25 2.52 4.48 0.48
H -2.35 1.03 4.09 0.43
H 1.27 -2.48 -0.12 0.81
H 2.38 -4.45 -1.08 0.52
H 1.48 -5.52 -3.12 0.40
H -0.55 -4.59 -4.20 0.46
H -1.68 -2.64 -3.23 0.40
H -4.04 -1.58 -1.27 -0.11
H -5.55 -0.90 -3.06 0.52
H -4.73 0.57 -4.89 0.38
H -2.37 1.33 -4.88 0.48
H -0.86 0.65 -3.08 0.43
S 1.80 0.89 2.61 -0.35
C 0.68 2.16 2.93 0.07
C 0.64 2.92 4.12 -1.02
C -0.31 3.90 4.27 -0.48
C -1.24 4.13 3.26 -0.98
C -1.15 3.37 2.12 -0.79
N -0.22 2.42 1.96 1.08
H 1.37 2.71 4.89 0.53
H -0.34 4.48 5.18 0.42
H -2.01 4.89 3.35 0.54
H -1.84 3.49 1.29 0.61
C 4.91 -3.18 -0.44 -0.85
C 6.00 -2.17 -0.12 -0.17
C 5.83 -1.49 1.24 -1.10
C 4.60 -0.59 1.33 -0.29
N 4.70 0.53 0.40 0.00
C 3.93 0.74 -0.69 -0.51
S 2.53 -0.14 -1.02 -0.13
N 4.39 1.67 -1.54 0.32
C 3.67 2.23 -2.67 0.45
C 4.55 2.31 -3.91 -1.13
C 4.63 1.01 -4.71 -0.52
C 5.22 -0.18 -3.96 -0.81
H 5.11 -3.69 -1.37 0.46
H 3.94 -2.68 -0.54 -0.08
H 4.82 -3.93 0.35 0.39
H 6.03 -1.41 -0.90 0.00
H 6.98 -2.67 -0.14 0.38
H 6.72 -0.91 1.47 0.40
H 5.74 -2.25 2.02 0.37
H 4.48 -0.19 2.33 0.34
H 3.69 -1.12 1.08 0.04
H 5.51 1.12 0.51 0.24
H 5.23 2.18 -1.26 0.26
H 3.29 3.21 -2.40 -0.55
H 2.81 1.58 -2.84 0.02
H 5.56 2.63 -3.63 0.38
H 4.16 3.10 -4.56 0.37
H 5.22 1.19 -5.62 0.41
H 3.63 0.74 -5.05 0.27
H 6.23 0.05 -3.59 0.25
H 5.30 -1.05 -4.61 0.44
H 4.61 -0.46 -3.10 0.03
C 1.28 4.81 -2.73 -1.39
Ge 0.79 4.15 -0.93 0.97
C 2.40 4.03 0.20 -0.90
C -0.31 5.61 -0.21 -1.46
C -0.11 2.44 -1.10 -0.77
H 2.15 5.46 -2.69 0.40
H 0.45 5.40 -3.13 0.45
H 1.47 4.00 -3.43 0.29
H 3.27 4.46 -0.30 0.46
H 2.61 2.99 0.46 -0.23
H 2.24 4.58 1.13 0.51
H 0.07 6.55 -0.60 0.45
H -0.28 5.66 0.88 0.39
H -1.35 5.52 -0.52 0.39
H 0.36 1.97 -1.97 -0.34
H -1.15 2.65 -1.40 0.71
```

* <S²>: 6.036
* E_LUMO (alpha / beta): 0.5414 / 0.4305 eV
* spin multiplicity: 5
* HOMO (alpha / beta): -6.691 / -7.023 eV
* ΔE to the lowest compared entry with this formula, charge and spin: 50.6 kJ/mol

=====

This record from the Open Molecules 2025 dataset describes a structure of composition C34H40IrN5OP. The level of theory is wB97M-V/def2-TZVPD.

The geometry in XYZ format:
```
82
Properties=species:S:1:pos:R:3:mulliken_charge:R:1
Ir 1.08 0.58 0.01 1.60
C 2.71 3.46 -1.11 -1.62
C 2.50 2.49 0.02 0.70
C 3.39 1.40 0.25 -0.60
C 3.26 0.58 1.37 0.71
C 4.35 -0.34 1.81 -1.37
C 2.10 0.74 2.18 -1.04
C 1.25 1.85 2.05 0.26
C 0.27 2.21 3.11 -1.28
C 1.43 2.68 0.91 -0.19
H 2.08 3.22 -1.97 0.22
H 3.75 3.47 -1.42 0.44
H 2.43 4.47 -0.79 0.46
H 4.24 1.27 -0.41 0.59
H 4.43 -1.27 1.24 0.28
H 4.22 -0.61 2.86 0.44
H 5.31 0.17 1.70 0.47
H 1.98 0.10 3.04 0.64
H -0.76 2.20 2.74 0.19
H 0.47 3.24 3.42 0.40
H 0.36 1.57 3.98 0.48
H 0.78 3.54 0.80 0.95
O 2.47 0.64 -2.49 -0.57
N 1.14 0.74 -2.02 0.53
C 0.29 0.44 -2.95 -1.36
C -1.14 0.43 -2.88 0.81
C -1.79 0.37 -4.12 -0.67
C -3.17 0.48 -4.20 -0.89
C -3.90 0.66 -3.05 -0.83
C -3.27 0.71 -1.81 -0.63
C -1.90 0.57 -1.70 0.41
P -1.23 0.67 -0.01 1.72
C -2.03 -0.61 0.98 1.00
C -1.81 -0.62 2.37 -0.74
C -2.41 -1.57 3.17 -0.70
C -3.23 -2.54 2.60 -0.89
C -3.46 -2.54 1.23 -0.82
C -2.86 -1.58 0.42 -1.28
C -1.92 2.26 0.51 1.44
C -1.64 3.38 -0.27 -1.07
C -2.23 4.60 0.01 -0.76
C -3.12 4.70 1.08 -0.80
C -3.44 3.58 1.83 -0.75
C -2.85 2.36 1.55 -0.39
H 2.67 1.49 -2.91 0.45
H 0.74 0.25 -3.92 0.45
H -1.20 0.26 -5.02 0.54
H -3.66 0.44 -5.17 0.48
H -4.98 0.76 -3.10 0.51
H -3.88 0.85 -0.92 0.58
H -1.17 0.13 2.83 0.23
H -2.24 -1.56 4.24 0.50
H -3.71 -3.28 3.23 0.48
H -4.10 -3.29 0.79 0.52
H -3.05 -1.61 -0.64 0.45
H -0.98 3.30 -1.13 0.42
H -2.02 5.46 -0.60 0.51
H -3.59 5.65 1.30 0.47
H -4.16 3.65 2.64 0.53
H -3.13 1.49 2.13 0.40
C 0.16 -2.21 -1.22 0.00
N 0.33 -3.63 -1.32 0.28
C 0.22 -4.24 0.01 -0.55
N 1.26 -3.72 0.89 0.13
C 1.11 -2.31 1.04 -0.52
N 1.20 -1.56 -0.29 0.48
C 2.55 -1.96 -0.91 -0.63
N 2.70 -3.37 -1.01 0.15
C 1.65 -3.92 -1.88 -0.74
C 2.58 -4.00 0.31 -0.77
H -0.82 -1.96 -0.83 -0.64
H 0.30 -1.77 -2.21 0.15
H 0.33 -5.32 -0.09 0.38
H -0.76 -4.02 0.44 0.24
H 1.91 -1.91 1.67 0.60
H 0.14 -2.07 1.48 -0.17
H 3.32 -1.54 -0.27 0.06
H 2.60 -1.50 -1.90 0.19
H 1.78 -5.00 -1.96 0.37
H 1.73 -3.48 -2.88 0.35
H 3.36 -3.61 0.97 0.31
H 2.71 -5.07 0.21 0.34
```

* E_LUMO: -9.8241 eV
* spin multiplicity: 1
* HOMO: -16.736 eV
* ΔE to the lowest compared entry with this formula, charge and spin: 16.0 kJ/mol
* net charge: +3

=====

This record from the Open Molecules 2025 dataset describes a structure of composition C9H11CoNO5. The level of theory is wB97M-V/def2-TZVPD.

The geometry in XYZ format:
```
27
Properties=species:S:1:pos:R:3:mulliken_charge:R:1
Co -0.12 -0.01 0.20 0.26
O 0.03 2.87 0.62 -0.12
C -0.04 1.75 0.34 0.74
C -0.04 -1.84 0.17 0.64
O -0.07 -2.95 0.53 -0.15
C 1.71 0.05 -0.20 0.10
O 2.87 0.07 -0.15 -0.14
C -1.82 0.02 -0.10 0.10
O -2.97 0.00 -0.07 -0.10
C -0.09 0.75 -3.36 -0.55
H -1.02 1.29 -3.13 0.35
H 0.83 1.32 -3.15 0.35
C -0.07 -0.59 -3.44 -0.54
H 0.86 -1.15 -3.32 0.36
H -1.00 -1.16 -3.30 0.35
C 1.56 -1.18 4.66 -0.70
N 0.38 -0.36 4.38 0.08
C -0.52 0.15 5.38 -0.74
C 0.15 -0.10 3.10 0.02
O 0.97 -0.56 2.27 -0.53
H 1.58 -1.26 5.76 0.30
H 2.47 -0.67 4.28 0.30
H 1.45 -2.18 4.19 0.29
H -0.58 1.25 5.31 0.33
H -1.53 -0.26 5.22 0.33
H -0.14 -0.15 6.34 0.24
H -0.75 0.50 2.81 0.43
```

* <S²>: 3.802
* E_LUMO (alpha / beta): -9.4510 / -11.9148 eV
* spin multiplicity: 4
* HOMO (alpha / beta): -17.033 / -16.998 eV
* ΔE to the lowest compared entry with this formula, charge and spin: 32.4 kJ/mol
* net charge: +2

=====

This record from the Open Molecules 2025 dataset describes a structure of composition C30H44BeBrN3P2. The level of theory is wB97M-V/def2-TZVPD.

The geometry in XYZ format:
```
81
Properties=species:S:1:pos:R:3:mulliken_charge:R:1
C -0.75 7.19 -5.67 -0.51
C -0.97 5.83 -5.82 0.70
C -1.21 5.35 -7.12 -0.32
C -1.20 6.24 -8.21 -0.31
N -0.97 7.56 -8.01 -0.54
C -0.74 8.05 -6.78 -0.29
C -0.94 4.99 -4.65 0.42
C -1.13 4.16 -3.77 -2.15
C -1.05 2.85 -3.22 1.90
C 0.20 2.26 -2.93 -1.74
C 0.28 0.86 -2.93 0.26
C -0.81 0.17 -2.46 1.98
C -1.98 0.86 -2.16 -1.42
C -2.24 2.22 -2.52 0.42
Be -1.26 3.38 -1.64 -0.08
P 2.31 -0.74 -1.13 0.59
H -1.37 4.29 -7.26 0.40
H -0.54 7.54 -4.67 0.40
H -1.37 5.85 -9.23 0.34
H -0.54 9.12 -6.62 0.34
H -3.31 2.56 -2.64 0.96
H 1.16 2.90 -2.79 0.47
H -2.80 0.32 -1.67 -0.18
H 1.16 0.37 -3.39 -0.16
C 2.38 -2.20 0.05 -0.77
C 2.99 -3.52 -0.42 -1.30
H 1.34 -2.38 0.35 0.41
H 2.91 -1.80 0.94 0.55
H 3.21 -4.11 0.48 0.38
H 2.31 -4.11 -1.05 0.23
H 3.92 -3.36 -0.99 0.33
C 2.70 -1.39 -2.82 -0.33
C 3.28 -0.58 -3.98 -1.45
H 1.73 -1.77 -3.13 -0.43
H 3.31 -2.26 -2.61 0.78
H 3.09 -1.15 -4.90 0.40
H 2.87 0.42 -4.11 0.36
H 4.37 -0.48 -3.89 0.38
C 3.89 0.09 -0.71 -0.58
C 5.13 -0.75 -0.96 -1.38
H 3.84 0.39 0.35 0.51
H 3.89 1.01 -1.30 0.37
H 6.02 -0.12 -0.94 0.39
H 5.26 -1.53 -0.21 0.31
H 5.09 -1.26 -1.92 0.29
Br -0.62 -1.57 -1.47 -0.27
P -2.23 -2.77 -3.60 -0.11
C -0.46 -3.21 -3.53 0.40
C -0.18 -4.64 -3.89 -1.68
H -0.03 -3.15 -2.52 -0.12
H 0.10 -2.49 -4.11 0.55
H 0.90 -4.77 -4.00 0.42
H -0.49 -5.32 -3.08 0.36
H -0.70 -4.92 -4.81 0.45
C -3.43 -2.84 -2.17 0.04
C -4.61 -3.58 -2.82 -1.34
H -3.71 -1.83 -1.83 0.11
H -3.04 -3.35 -1.28 0.49
H -5.32 -3.91 -2.07 0.41
H -5.13 -2.93 -3.53 0.34
H -4.20 -4.45 -3.38 0.40
C -2.43 -1.30 -4.59 0.08
C -2.99 -1.57 -5.99 -1.42
H -1.48 -0.80 -4.63 0.26
H -3.06 -0.62 -4.02 0.34
H -3.31 -0.62 -6.42 0.44
H -2.24 -1.95 -6.68 0.37
H -3.85 -2.25 -5.99 0.34
N -2.16 0.98 0.42 -0.08
C -1.20 1.86 0.97 0.37
C -1.39 2.19 2.34 -0.68
C -0.29 2.75 2.98 -0.34
C 0.95 2.82 2.31 -0.66
C 0.98 2.55 0.94 -0.49
N -0.17 2.33 0.24 0.22
H -1.84 0.07 0.16 0.04
H -3.09 1.00 0.88 0.24
H -2.40 1.94 2.78 0.30
H -0.44 3.07 4.02 0.40
H 1.84 3.17 2.85 0.44
H 1.94 2.52 0.41 0.43
```

* E_LUMO (alpha / beta): -6.8019 / -7.5428 eV
* spin multiplicity: 1
* HOMO (alpha / beta): -12.589 / -11.852 eV
* ΔE to the lowest compared entry with this formula, charge and spin: 833.6 kJ/mol
* net charge: +2

=====

This record from the Open Molecules 2025 dataset describes a cluster of 2 separate species, C6H10N2 in total. The level of theory is wB97M-V/def2-TZVPD.

The geometry in XYZ format:
```
18
Properties=species:S:1:pos:R:3:mulliken_charge:R:1
C 0.89 2.19 1.42 -0.02
C 1.06 2.40 0.10 -0.77
C 2.02 0.25 1.94 -0.21
N 1.79 1.49 2.21 -0.54
H 0.06 2.61 1.97 0.34
H 1.99 2.14 -0.38 0.22
H 0.32 2.94 -0.47 0.37
H 2.74 -0.31 2.54 0.26
H 1.54 -0.25 1.09 0.18
C -2.19 -1.57 -1.02 -0.16
C -1.74 -2.24 0.05 -0.83
C -0.42 -0.97 -2.37 -0.48
N -1.59 -1.52 -2.26 -0.66
H -3.14 -1.03 -0.95 0.33
H -0.86 -2.87 0.00 0.22
H -2.27 -2.18 0.99 0.33
H 0.10 -0.97 -3.33 0.28
H 0.14 -0.57 -1.52 0.14
```

* <S²>: 0.754
* E_LUMO (alpha / beta): 3.7655 / 3.7632 eV
* spin multiplicity: 2
* HOMO (alpha / beta): 0.639 / -3.724 eV
* ΔE to the lowest compared entry with this formula, charge and spin: 281.2 kJ/mol
* net charge: -1

=====

This record from the Open Molecules 2025 dataset describes a structure of composition C18H16N4Pd. The level of theory is wB97M-V/def2-TZVPD.

The geometry in XYZ format:
```
39
Properties=species:S:1:pos:R:3:mulliken_charge:R:1
Pd 0.32 -0.29 -0.98 0.70
C -3.85 -2.80 1.85 -0.44
C -2.67 -3.31 1.32 -0.67
C -1.63 -2.46 0.99 -0.22
C -1.74 -1.08 1.18 -0.18
C -2.93 -0.57 1.69 -0.14
C -3.98 -1.43 2.02 -0.65
N -0.67 -0.24 0.79 -0.26
C -0.17 0.68 1.61 0.41
C -0.56 0.90 2.98 -0.56
C 0.00 1.90 3.71 -0.63
C 0.99 2.78 3.20 -0.67
C 1.44 2.58 1.93 -0.50
C 0.90 1.53 1.15 0.67
N 1.37 1.19 -0.08 0.47
N 2.23 1.86 -0.72 -1.10
C 2.47 1.26 -1.99 0.39
C 3.46 1.80 -2.79 -0.46
C 3.77 1.18 -3.98 -0.23
C 3.07 0.04 -4.36 -0.82
C 2.06 -0.42 -3.53 -0.14
N 1.75 0.18 -2.38 -0.12
H -4.67 -3.46 2.10 0.39
H -2.56 -4.37 1.17 0.36
H -0.71 -2.84 0.56 0.45
H -3.05 0.50 1.80 0.55
H -4.90 -1.01 2.41 0.37
H -1.30 0.25 3.42 0.52
H -0.33 2.02 4.74 0.37
H 1.40 3.56 3.82 0.37
H 2.23 3.18 1.50 0.44
H 3.98 2.68 -2.44 0.45
H 4.55 1.58 -4.62 0.38
H 3.29 -0.48 -5.28 0.39
H 1.46 -1.28 -3.79 0.42
C -1.05 -1.29 -2.10 -1.24
H -1.14 -2.35 -1.87 0.26
H -0.83 -1.17 -3.16 0.35
H -2.01 -0.80 -1.87 0.32
```

* E_LUMO (alpha / beta): -1.1173 / -1.1187 eV
* spin multiplicity: 1
* HOMO (alpha / beta): -7.088 / -7.087 eV
* ΔE to the lowest compared entry with this formula, charge and spin: 8.9 kJ/mol

=====

This record from the Open Molecules 2025 dataset describes a cluster of 4 separate species, C53H44BINO10 in total. The level of theory is wB97M-V/def2-TZVPD.

The geometry in XYZ format:
```
110
Properties=species:S:1:pos:R:3:mulliken_charge:R:1
C 4.34 -3.05 2.39 -1.85
C 3.83 -1.59 2.51 1.98
C 3.17 -1.30 1.14 -2.14
C 5.06 -0.69 2.69 -3.35
C 4.85 0.63 3.47 2.65
C 4.38 1.80 2.60 -1.24
C 2.93 1.86 2.21 -0.14
O 2.08 1.15 2.47 -0.16
I 2.43 3.59 0.94 -0.09
B 6.29 1.05 4.02 0.43
O 6.91 0.21 4.88 -0.61
O 6.99 2.19 3.63 -0.61
C 3.99 0.41 4.76 -3.03
C 3.36 -0.98 4.88 1.78
C 4.29 -1.98 5.60 -1.73
C 2.13 -0.81 5.83 -1.32
N 2.84 -1.50 3.60 1.36
O 2.11 -2.54 3.73 -0.76
H 5.28 -3.07 1.84 0.37
H 4.39 -3.56 3.34 0.43
H 3.62 -3.59 1.79 0.45
H 2.13 -1.59 1.16 0.39
H 3.31 -0.27 0.82 0.43
H 3.67 -1.92 0.41 0.57
H 5.87 -1.26 3.13 0.62
H 5.40 -0.41 1.70 0.54
H 4.60 2.75 3.07 0.61
H 4.93 1.80 1.66 0.53
H 7.73 0.62 5.20 0.32
H 6.68 2.95 4.15 0.33
H 3.19 1.15 4.80 0.55
H 4.59 0.53 5.65 0.66
H 5.09 -2.35 4.98 0.32
H 4.75 -1.42 6.41 0.42
H 3.71 -2.76 6.07 0.42
H 1.91 -1.71 6.38 0.32
H 2.32 0.05 6.47 0.37
H 1.28 -0.56 5.22 0.22
C -0.66 0.22 3.57 -0.32
C -1.07 1.54 3.71 -0.69
C -2.40 1.84 3.96 -0.88
C -3.33 0.81 4.06 0.36
C -2.92 -0.52 3.90 0.06
C -1.59 -0.81 3.67 -0.73
C -3.91 -1.63 3.95 0.49
O -3.55 -2.78 3.81 -0.65
C -5.35 -1.29 4.15 0.23
C -6.29 -2.31 4.13 -0.50
C -7.63 -2.02 4.33 -0.62
C -8.03 -0.70 4.56 -0.48
C -7.09 0.32 4.56 -0.55
C -5.75 0.03 4.35 0.18
C -4.76 1.14 4.33 0.55
O -5.11 2.29 4.52 -0.67
H 0.37 -0.01 3.38 0.89
H -0.35 2.34 3.62 0.45
H -2.72 2.86 4.07 0.47
H -1.27 -1.84 3.55 0.63
H -5.98 -3.33 3.97 0.49
H -8.36 -2.81 4.32 0.40
H -9.07 -0.47 4.72 0.40
H -7.40 1.34 4.73 0.48
C -0.04 -1.81 -5.46 -0.40
C 1.06 -2.50 -4.96 -0.66
C 0.97 -3.13 -3.73 -0.60
C -0.21 -3.06 -2.99 0.19
C -1.30 -2.35 -3.49 0.32
C -1.21 -1.73 -4.74 -0.79
C -2.56 -2.23 -2.71 0.47
O -3.51 -1.61 -3.14 -0.68
C -2.62 -2.87 -1.37 0.34
C -3.76 -2.72 -0.59 -0.73
C -3.83 -3.32 0.66 -0.34
C -2.77 -4.08 1.13 -0.50
C -1.63 -4.23 0.36 -0.69
C -1.54 -3.62 -0.88 0.16
C -0.29 -3.76 -1.68 0.77
O 0.64 -4.43 -1.27 -0.69
H 0.03 -1.32 -6.43 0.46
H 1.98 -2.55 -5.52 0.42
H 1.82 -3.67 -3.33 0.51
H -2.06 -1.19 -5.13 0.55
H -4.59 -2.13 -0.96 0.49
H -4.72 -3.20 1.27 0.46
H -2.83 -4.55 2.10 0.42
H -0.80 -4.82 0.73 0.51
C -1.26 4.16 -3.86 -0.52
C -0.99 2.80 -3.98 -0.63
C -0.71 2.26 -5.22 -0.34
C -0.71 3.07 -6.35 0.07
C -1.00 4.43 -6.23 0.42
C -1.27 4.97 -4.98 -0.70
C -1.05 5.30 -7.44 0.57
O -1.31 6.48 -7.34 -0.66
C -0.79 4.68 -8.77 0.13
C -0.89 5.47 -9.91 -0.56
C -0.64 4.91 -11.15 -0.47
C -0.28 3.57 -11.26 -0.49
C -0.19 2.78 -10.12 -0.46
C -0.46 3.33 -8.88 0.13
C -0.39 2.46 -7.67 0.44
O -0.08 1.29 -7.76 -0.66
H -1.48 4.59 -2.89 0.41
H -1.00 2.17 -3.10 0.52
H -0.49 1.20 -5.31 0.59
H -1.49 6.03 -4.89 0.48
H -1.16 6.51 -9.83 0.47
H -0.72 5.52 -12.04 0.40
H -0.08 3.14 -12.23 0.40
H 0.08 1.74 -10.21 0.47
```

* <S²>: 0.754
* E_LUMO (alpha / beta): -0.9402 / -0.9402 eV
* spin multiplicity: 2
* HOMO (alpha / beta): -8.370 / -9.503 eV